a:
This record from OMol25 describes a cluster of 2 separate species, CH4NO3P in total. The level of theory is the ωB97M-V functional and the def2-TZVPD basis.

Last column: Löwdin charge in e.
Geometry (Å):
C  1.1443  -0.5416  1.9584  -0.1279
N  -0.2973  0.1307  -1.9728  -0.0554
O  -1.7225  -0.6171  0.0230  -0.3082
O  -1.6897  1.9617  -0.5222  -0.2691
O  1.1677  -0.0937  0.8425  -0.0502
P  -1.2721  0.5913  -0.6847  0.4909
H  2.1217  -0.4877  2.5571  0.0943
H  0.3560  -1.2257  2.4358  0.1073
H  -0.2945  0.7898  -2.7394  0.0540
H  0.4864  -0.5077  -1.8977  0.0645

SMILES	NP(=O)=O.C=O
HOMO level	-10.60	eV
orbital gap	10.9	eV

=====

b:
This record from OMol25 describes a cluster of 2 separate species, CH4NO3P in total. The level of theory is the ωB97M-V functional and the def2-TZVPD basis.

Last column: Löwdin charge in e.
Geometry (Å):
C  1.1468  0.3748  1.8568  -0.0459
N  -1.4870  -0.6419  -1.4103  -0.0229
O  -0.1851  1.4477  -0.8974  -0.2908
O  1.1603  -0.7937  -1.3691  -0.2957
O  0.2275  -0.1895  1.2659  -0.0887
P  -0.0386  0.0165  -1.0995  0.4110
H  1.1107  0.7567  2.9201  0.1090
H  2.0659  0.5074  1.2722  0.0951
H  -1.7574  -1.5376  -1.4195  0.0093
H  -2.2431  0.0597  -1.1190  0.1196

SMILES	NP(=O)=O.C=O
HOMO level	-10.94	eV
orbital gap	10.9	eV

=====

The structure with the greatest stability is b.

=====

a:
This record from OMol25 describes a structure of composition C26H48Cl3EuN5O3PSi. The level of theory is the ωB97M-V functional and the def2-TZVPD basis.

Last column: Löwdin charge in e.
Geometry (Å):
C  -2.0335  -1.6692  -5.3636  -0.0390
C  -1.7232  -2.2238  -4.0021  -0.2232
H  -2.1847  -2.5247  -6.0367  0.0713
H  -1.2049  -1.0697  -5.7655  0.0875
H  -2.9416  -1.0519  -5.3497  0.0806
C  -1.3561  -3.5084  -3.8413  -0.1108
C  -1.0561  -4.4364  -4.9782  -0.1085
H  -1.3228  -3.9582  -2.8406  0.1070
H  -0.3581  -4.0110  -5.7271  0.0862
H  -1.9821  -4.7239  -5.5029  0.0805
H  -0.5909  -5.3429  -4.5609  0.0703
Eu  2.6194  1.7567  -0.2004  0.9012
Cl  -0.4590  0.6010  0.6563  0.2605
Cl  4.6759  3.2765  0.2258  -0.4540
H  1.0355  6.0176  3.6072  0.0875
H  -1.1036  6.0015  3.5439  0.0866
C  1.2949  5.2696  2.8508  -0.0156
C  -1.1789  5.5759  2.5395  -0.0448
N  0.0398  4.8241  2.2460  -0.1802
H  1.8044  4.4202  3.3271  0.0861
C  0.0517  3.9469  1.2374  -0.3124
O  1.0965  3.3847  0.8274  -0.2355
H  -2.0430  4.9003  2.4836  0.0888
H  -0.9466  3.7294  0.8155  0.1373
H  1.9524  5.7060  2.0864  0.1076
H  -1.3398  6.4021  1.8283  0.0984
H  2.5887  -1.6057  -2.6166  0.0849
H  2.5530  -4.3358  -1.1128  0.0763
C  3.5914  -1.7422  -2.1677  -0.0488
C  3.5480  -3.9158  -0.9403  -0.0442
N  3.5083  -2.4513  -0.8832  -0.1635
H  4.0566  -0.7482  -2.0681  0.0201
C  3.1869  -1.8335  0.2630  -0.2849
O  3.0257  -0.5912  0.3929  -0.1998
H  3.9356  -4.3181  -0.0028  0.0918
H  3.0584  -2.5261  1.1164  0.1385
H  4.1930  -2.3796  -2.8267  0.0882
H  4.2007  -4.2267  -1.7584  0.0900
O  -1.2785  -0.0652  -2.9797  -0.1740
C  -1.9675  -1.3148  -2.8041  -0.2805
C  -0.2926  -2.3996  -1.2265  -0.0533
C  -1.5913  -1.9400  -1.4735  -0.2110
H  0.4827  -2.2068  -1.9827  0.1199
C  -0.0557  -3.1645  -0.0845  -0.0885
H  -3.0637  -1.1697  -2.7932  0.1442
C  -2.5942  -2.0459  -0.5046  -0.0451
H  0.9113  -3.6594  0.0662  0.0803
C  -1.0995  -3.4186  0.8201  -0.1083
C  -2.3521  -2.8066  0.6360  -0.0881
H  -3.5686  -1.5795  -0.6974  0.1198
H  -0.9307  -4.0795  1.6749  0.1040
H  -3.1437  -2.9594  1.3707  0.1028
Si  -1.8075  1.4536  -3.2698  0.4129
Cl  3.1808  1.6255  -2.6439  -0.2610
C  -0.4383  2.7646  -2.9469  -0.1758
C  -3.1649  1.7690  -2.0258  -0.1583
C  -1.8778  1.6224  -5.1486  -0.1725
H  -0.2687  2.8589  -1.8677  -0.0124
H  -0.7351  3.7510  -3.3349  0.0336
H  0.5009  2.4450  -3.4340  -0.0071
H  -0.9422  1.1975  -5.5554  0.0441
H  -1.9165  2.6634  -5.4981  0.0319
H  -2.7148  1.1021  -5.6161  0.0086
H  -3.0066  1.1158  -1.1542  0.0092
H  -4.1767  1.5832  -2.4087  0.0269
H  -3.1298  2.8056  -1.6562  0.0299
C  1.8142  -0.5701  4.8959  -0.1608
N  1.7096  0.8866  4.5818  -0.1585
C  0.5804  1.4841  5.3574  -0.1714
N  -0.7061  0.7954  5.1457  -0.1728
C  -0.5341  -0.6605  5.4636  -0.1687
N  0.5385  -1.2993  4.6795  -0.1735
C  0.2013  -1.4174  3.2496  -0.2763
P  0.0211  0.3029  2.6442  0.5924
C  1.5966  1.1136  3.1320  -0.2877
C  -1.2427  0.9940  3.7855  -0.2726
H  2.0707  -0.6624  5.9648  0.1258
H  2.6050  -1.0106  4.2670  0.1279
H  0.4666  2.5443  5.0871  0.1209
H  0.8307  1.3960  6.4297  0.1270
H  -1.4888  -1.1742  5.2730  0.1254
H  -0.2613  -0.7299  6.5308  0.1261
H  0.9892  -1.9393  2.6838  0.0870
H  -0.7436  -1.9659  3.1122  0.0826
H  1.5721  2.1901  2.8894  0.0656
H  2.4450  0.6463  2.5917  0.0771
H  -2.1948  0.4420  3.6668  0.1013
H  -1.4205  2.0682  3.6052  0.0887

spin multiplicity	7
HOMO level (alpha / beta)	-4.43 / -3.99	eV
expectation value of S²	12.06
orbital gap (alpha / beta)	4.6 / 4.2	eV

=====

b:
This record from OMol25 describes a structure of composition C26H48Cl3EuN5O3PSi. The level of theory is the ωB97M-V functional and the def2-TZVPD basis.

Last column: Löwdin charge in e.
Geometry (Å):
C  -3.7813  2.3173  1.4781  -0.0331
C  -4.1421  0.9512  0.9911  -0.2377
H  -4.6450  2.9811  1.4093  0.0625
H  -2.9647  2.7735  0.9023  0.0738
H  -3.4583  2.2678  2.5266  0.0927
C  -5.3236  0.6080  0.4615  -0.1155
C  -6.4735  1.5287  0.2349  -0.1006
H  -5.4875  -0.4211  0.1241  0.1057
H  -6.2342  2.5918  0.3712  0.0618
H  -7.3031  1.2769  0.9095  0.0771
H  -6.8513  1.4065  -0.7903  0.0710
Eu  0.1205  0.6744  0.0312  1.3897
Cl  0.3914  -0.1481  2.5153  -0.1945
Cl  0.2946  3.2618  -0.4153  -0.1523
C  -0.1923  -2.7035  0.3898  -0.3224
O  0.2315  -1.8772  -0.4564  -0.1736
N  -0.3996  -3.9991  0.1390  -0.1642
C  -0.1511  -4.5768  -1.1774  -0.0247
C  -0.8624  -4.9298  1.1601  -0.0379
H  -0.4092  -2.3961  1.4258  0.0802
H  0.2689  -3.8131  -1.8361  0.0853
H  -1.0939  -4.9599  -1.5974  0.0935
H  0.5438  -5.4235  -1.0667  0.0954
H  -1.0715  -4.3987  2.0943  0.0962
H  -0.1005  -5.7000  1.3421  0.0933
H  -1.7791  -5.4336  0.8308  0.0828
H  -2.8586  2.1394  -1.5127  0.0837
H  -4.1757  -0.0283  -2.4467  0.0870
C  -2.2858  2.0851  -2.4522  -0.0491
C  -3.5359  0.1438  -3.3284  -0.0436
N  -2.2564  0.7044  -2.9316  -0.1678
H  -1.2755  2.4703  -2.2772  0.0087
C  -1.1649  -0.0734  -2.8470  -0.2879
O  -0.0876  0.2999  -2.3290  -0.1949
H  -3.3711  -0.8071  -3.8453  0.0910
H  -1.2812  -1.0807  -3.2830  0.1491
H  -2.7953  2.6885  -3.2140  0.0966
H  -4.0293  0.8524  -4.0047  0.0941
O  -2.1192  0.2537  0.0404  -0.3829
C  -3.0181  -0.0743  1.0096  -0.4506
C  -3.5457  -2.2057  -0.3123  -0.0429
C  -3.4438  -1.5357  0.9047  -0.1932
H  -3.2344  -1.7109  -1.2385  0.0971
C  -4.0256  -3.5183  -0.3300  -0.0908
H  -2.5475  0.0395  2.0002  0.0998
C  -3.7200  -2.1794  2.1045  -0.0316
H  -4.1657  -4.0328  -1.2858  0.1025
C  -4.3292  -4.1579  0.8732  -0.1190
C  -4.1820  -3.4896  2.0930  -0.0863
H  -3.5639  -1.6068  3.0264  0.1272
H  -4.6972  -5.1880  0.8631  0.1012
H  -4.4287  -3.9692  3.0404  0.1035
Si  1.6198  6.4812  0.4609  0.0946
Cl  -0.4660  6.3914  0.6307  0.2469
C  1.9901  6.2816  -1.3700  -0.2401
C  2.2589  5.2985  1.7741  -0.2384
C  2.2931  8.2019  0.8805  -0.2235
H  1.4873  5.3944  -1.7831  -0.0213
H  3.0734  6.2007  -1.5499  0.0312
H  1.6374  7.1735  -1.9162  0.0336
H  1.9566  8.9687  0.1704  0.0260
H  3.3921  8.1631  0.8325  0.0312
H  2.0171  8.5353  1.8872  0.0244
H  1.8004  4.3012  1.6393  -0.0245
H  1.9861  5.6829  2.7695  0.0332
H  3.3565  5.2009  1.7547  0.0297
C  5.7822  -1.4456  0.8727  -0.1720
N  4.4877  -2.1753  0.7947  -0.1689
C  4.2842  -2.6874  -0.5775  -0.1669
N  4.3837  -1.6178  -1.6013  -0.1679
C  5.6804  -0.9016  -1.4570  -0.1746
N  5.8820  -0.3445  -0.1069  -0.1655
C  4.9454  0.7417  0.1872  -0.3290
P  3.1655  0.1623  0.1303  0.9349
C  3.3923  -1.3387  1.2576  -0.3579
C  3.2620  -0.6909  -1.5518  -0.3431
H  6.5871  -2.1693  0.6643  0.1258
H  5.8640  -1.0279  1.8839  0.1236
H  3.2902  -3.1573  -0.6452  0.1226
H  5.0867  -3.4194  -0.7804  0.1248
H  5.6899  -0.0807  -2.1855  0.1233
H  6.4860  -1.6290  -1.6486  0.1257
H  5.1462  1.1447  1.1894  0.0891
H  5.0760  1.5517  -0.5427  0.0881
H  2.4482  -1.8948  1.3127  0.0434
H  3.6136  -0.9693  2.2709  0.0863
H  3.3928  0.0862  -2.3210  0.0919
H  2.3066  -1.1971  -1.7510  0.0581

spin multiplicity	7
HOMO level (alpha / beta)	-8.41 / -8.41	eV
expectation value of S²	12.01
orbital gap (alpha / beta)	7.8 / 8.7	eV

=====

The structure with the greatest stability is b.